DFT (wB97M-V/def2-TZVPD) results for CH3N5O in the gas phase in a non-equilibrium geometry.

```
10
Properties=species:S:1:pos:R:3:forces:R:3
C -0.398 0.786 -0.172 0.298 0.996 0.936
H -1.463 -1.140 1.048 0.547 -0.939 -3.177
H 1.130 -1.755 -0.571 1.332 1.152 2.026
H -2.288 1.175 0.026 -0.933 -0.869 0.035
N -0.293 -0.601 -0.415 -0.062 1.593 0.205
N 0.910 -1.044 0.206 0.272 0.094 -1.947
N 1.768 0.102 0.232 -1.397 1.302 -2.519
N 1.175 1.174 -0.152 -1.744 -3.017 2.358
N -1.383 1.549 0.185 3.981 -0.898 -1.424
O -1.278 -1.406 0.017 -2.294 0.587 3.506
```
Forces are in eV/Å.

Values from the calculation:
Kohn-Sham gap = 9.6 eV
relative energy (zero: lowest compared OMol25 entry of this formula, charge and spin) = 360.1 kJ/mol
strongest force on any atom = 4.3 eV/Å

Atom charges from the Mulliken analysis, given in e for atoms 1 to 8: atom 1 (C): 0.45, atom 2 (H): 0.36, atom 3 (H): 0.33, atom 4 (H): 0.29, atom 5 (N): 0.04, atom 6 (N): -0.15, atom 7 (N): -0.17, atom 8 (N): -0.14

=====

DFT (wB97M-V/def2-TZVPD) results for 2 unconnected molecules or ions with the total composition C3H12NS in a non-equilibrium geometry.

```
17
Properties=species:S:1:pos:R:3:forces:R:3
C -2.697 -0.440 0.324 -2.350 0.241 0.291
N -1.639 -1.084 1.091 0.706 -3.855 -0.817
H -2.940 -0.910 -0.593 0.724 -0.267 -1.229
H -2.596 0.645 0.264 0.545 -0.306 -0.162
H -3.662 -0.609 0.844 0.647 0.161 0.309
H -1.740 -2.179 1.221 -0.171 2.838 -0.180
H -0.643 -0.945 0.749 -1.095 0.132 -0.678
H -1.671 -0.624 1.943 0.129 0.541 2.675
C 2.125 -0.272 0.385 1.252 1.286 1.612
S 0.524 0.362 -0.124 1.629 2.008 -2.560
C 1.316 1.239 -1.693 -0.506 0.976 0.768
H 1.838 -1.275 0.485 1.090 -1.798 -0.175
H 2.948 0.027 -0.304 -0.912 -0.938 0.294
H 2.528 0.056 1.384 -0.936 0.038 -0.775
H 0.754 1.391 -2.643 -0.055 -0.615 1.066
H 2.321 0.848 -1.883 -0.646 -0.476 -0.007
H 1.478 2.214 -1.226 -0.051 0.035 -0.432
```
Forces are in eV/Å.

Values from the calculation:
Kohn-Sham gap = 9.2 eV
charge = +1
relative energy (zero: lowest compared OMol25 entry of this formula, charge and spin) = 176.3 kJ/mol
strongest force on any atom = 4.0 eV/Å

Atom charges from the Mulliken analysis, given in e for atoms 1 to 8: atom 1 (C): -0.87, atom 2 (N): -0.19, atom 3 (H): 0.36, atom 4 (H): 0.34, atom 5 (H): 0.38, atom 6 (H): 0.41, atom 7 (H): 0.03, atom 8 (H): 0.40

=====

DFT (wB97M-V/def2-TZVPD) results for a molecular structure, C3H6BrO3Zn in a non-equilibrium geometry.

```
14
Properties=species:S:1:pos:R:3:forces:R:3
Zn -5.126 2.371 2.518 1.160 -0.409 -2.292
Br -4.017 1.967 0.305 -1.126 0.403 2.311
C 2.571 -1.155 1.061 0.959 0.836 0.348
O 1.387 -1.381 0.332 -1.232 -0.322 -0.862
C 0.699 -0.324 -0.129 2.280 3.796 2.279
O 0.956 0.876 0.201 -1.159 -3.863 -1.403
O -0.254 -0.739 -0.919 -0.828 -0.764 -0.656
C -1.056 0.185 -1.628 -0.252 1.614 -0.180
H 2.385 -0.496 1.909 0.036 0.031 -0.085
H 3.321 -0.712 0.406 -0.064 0.259 0.049
H 3.017 -2.083 1.421 -0.687 -0.232 -0.183
H -1.828 -0.296 -2.230 0.514 -0.571 0.174
H -0.484 0.877 -2.246 0.452 -0.499 -0.264
H -1.572 0.911 -1.000 -0.053 -0.279 0.763
```
Forces are in eV/Å.

Values from the calculation:
Kohn-Sham gap = 3.6 eV
charge = +1
relative energy (zero: lowest compared OMol25 entry of this formula, charge and spin) = 0.0 kJ/mol
strongest force on any atom = 5.0 eV/Å

Atom charges from the Mulliken analysis, given in e for atoms 1 to 8: atom 1 (Zn): 0.84, atom 2 (Br): 0.16, atom 3 (C): -0.62, atom 4 (O): -0.31, atom 5 (C): 0.79, atom 6 (O): -0.60, atom 7 (O): -0.29, atom 8 (C): -0.42

=====

DFT (wB97M-V/def2-TZVPD) results for 2 unconnected molecules or ions with the total composition C16H19Cl2N2O5 in a non-equilibrium geometry.

```
44
Properties=species:S:1:pos:R:3:forces:R:3
C -2.382 -0.541 0.280 -0.668 0.617 -0.051
C -1.677 -0.284 -1.182 -0.982 -1.454 0.010
O -1.000 1.019 -1.266 -1.206 0.142 -1.882
C -1.604 1.774 -2.410 -0.380 -0.066 0.033
C -0.886 3.224 -2.680 0.544 0.108 1.452
C 0.513 3.324 -1.830 2.142 -0.391 0.715
C 1.874 2.410 -1.819 -3.290 4.381 1.824
N 2.784 3.067 -0.766 -6.621 3.052 -1.346
C 2.007 4.256 -0.247 -1.269 0.849 0.053
C 2.336 5.392 0.888 -1.627 -1.295 3.123
Cl 3.505 6.770 0.479 -1.848 -2.344 0.611
C 1.612 5.244 2.209 1.449 -0.115 -3.806
C 0.559 3.960 2.390 0.035 0.721 0.731
Cl 1.846 6.475 3.593 -0.431 -2.237 -2.612
N 0.600 4.474 -0.843 6.926 -6.238 -1.466
H -3.548 -0.323 0.178 2.509 -0.386 0.303
H -1.957 0.213 1.094 -0.764 -1.712 -1.780
H -2.272 -1.653 0.630 -0.031 2.354 -0.761
H -2.527 -0.292 -2.005 1.729 -0.230 1.697
H -0.939 -1.188 -1.421 -1.357 2.175 0.501
H -2.714 1.983 -2.096 1.999 -0.397 -0.924
H -1.562 1.135 -3.389 -0.093 1.133 1.871
H -0.690 3.478 -3.809 -0.424 -0.707 2.282
H -1.616 4.045 -2.213 1.819 -1.635 -1.132
H 2.064 1.449 -2.461 -0.190 2.226 1.676
H 3.732 2.770 -0.447 -1.191 0.571 -0.300
H -0.315 3.977 1.595 2.050 0.052 1.583
H 0.044 4.052 3.445 1.242 -0.190 -2.128
H 1.152 2.948 2.327 -1.171 2.091 0.087
H -0.076 5.228 -0.588 1.033 -0.929 -0.318
C -0.626 -6.824 1.143 0.314 -0.120 0.084
C -1.325 -5.774 0.708 -1.763 -0.616 -0.075
C -0.663 -4.476 0.404 0.370 0.701 -0.154
O -1.329 -3.535 -0.013 0.160 -0.698 0.164
C 0.788 -4.374 0.625 -0.477 0.207 -0.153
C 1.487 -5.423 1.063 1.987 0.645 0.157
C 0.829 -6.729 1.341 -0.100 -1.270 0.372
O 1.500 -7.680 1.725 -0.288 1.029 -0.335
O 2.850 -5.333 1.276 -1.939 -0.838 -0.092
O -2.693 -5.856 0.522 1.791 0.916 -0.009
H -1.094 -7.775 1.366 0.037 0.058 -0.022
H 1.254 -3.419 0.417 -0.019 -0.062 0.009
H 3.124 -6.222 1.590 -0.086 0.317 -0.120
H -2.966 -4.968 0.201 0.081 -0.418 0.127
```
Forces are in eV/Å.

Values from the calculation:
Kohn-Sham gap = 7.3 eV
charge = +1
strongest force on any atom = 9.4 eV/Å

Atom charges from the Mulliken analysis, given in e for atoms 1 to 8: atom 1 (C): -0.65, atom 2 (C): -0.33, atom 3 (O): -0.20, atom 4 (C): -0.42, atom 5 (C): -0.59, atom 6 (C): 0.54, atom 7 (C): -0.45, atom 8 (N): -0.06

=====

DFT (wB97M-V/def2-TZVPD) results for a molecular structure, C26H53BrInO12 in a non-equilibrium geometry.

```
93
Properties=species:S:1:pos:R:3:forces:R:3
C 2.935 -1.301 -2.478 -0.203 0.099 0.020
O 2.109 -2.334 -1.984 -0.023 -0.145 -0.004
C 1.309 -1.933 -0.881 -0.062 0.097 -0.056
C 0.118 -1.043 -1.261 -0.065 0.174 0.428
C 0.166 0.315 -0.548 0.016 -0.249 0.354
C -0.255 0.206 0.925 0.191 0.624 -0.073
In 0.475 1.888 2.183 0.021 -0.640 0.233
Br -0.866 4.031 1.459 -0.064 0.086 0.022
C 2.627 2.297 1.835 -0.210 0.093 0.259
C 3.492 1.069 1.849 -0.094 0.108 -0.443
O 3.389 0.393 3.146 0.543 0.199 0.206
C 4.582 0.108 3.685 0.762 -1.340 -0.553
O 5.333 -0.781 3.319 -0.948 1.212 0.352
C -0.105 1.443 4.303 -0.266 0.083 -0.470
O 0.532 0.260 4.828 0.231 0.254 0.124
C -0.135 -0.915 4.490 -0.040 -0.241 -0.051
H 3.960 -1.418 -2.123 0.163 -0.105 0.013
H 2.896 -1.326 -3.562 0.188 -0.016 -0.172
H 2.594 -0.313 -2.174 -0.142 0.100 0.032
H 0.974 -2.847 -0.400 0.007 -0.212 -0.042
H 1.927 -1.405 -0.151 0.159 0.043 0.123
H 0.040 -0.948 -2.341 0.166 -0.022 -0.190
H -0.789 -1.531 -0.903 -0.220 -0.096 -0.178
H 1.179 0.720 -0.598 0.162 0.055 -0.243
H -0.480 1.035 -1.044 -0.077 0.123 -0.120
H 0.133 -0.705 1.385 0.133 -0.163 -0.008
H -1.340 0.147 0.981 -0.147 -0.080 0.107
H 2.767 2.798 0.882 -0.086 -0.043 -0.220
H 3.007 2.991 2.589 -0.036 0.084 0.140
H 3.221 0.358 1.070 -0.139 -0.163 -0.007
H 4.543 1.310 1.678 0.183 -0.071 0.104
H 4.863 0.759 4.526 -0.221 -0.019 0.153
H -1.186 1.270 4.293 -0.187 0.084 0.108
H 0.066 2.265 4.993 0.194 0.012 0.180
H -0.756 -0.809 3.600 -0.045 0.073 -0.155
H 0.594 -1.700 4.289 0.135 -0.071 0.013
H -0.783 -1.261 5.306 -0.119 0.037 0.110
O -3.852 -0.794 1.310 0.139 0.208 -0.195
C -4.035 -1.874 1.790 -0.136 -0.178 0.018
O -3.079 -2.401 2.582 0.105 0.168 0.048
C -3.261 -3.602 3.322 -0.031 -0.174 0.070
C -2.960 -4.832 2.490 -0.010 0.025 -0.104
C -5.291 -2.657 1.484 -0.130 0.074 0.202
H -4.258 -3.634 3.765 -0.008 -0.012 -0.045
H -2.551 -3.528 4.144 0.025 0.054 -0.003
H -3.643 -4.923 1.645 -0.052 -0.008 0.029
H -3.046 -5.733 3.099 0.007 0.003 0.016
H -1.948 -4.774 2.091 0.023 0.001 0.035
H -5.164 -3.154 0.522 0.034 -0.032 -0.003
H -6.089 -1.925 1.405 -0.024 -0.048 -0.085
H -5.587 -3.385 2.235 0.108 -0.044 -0.044
O 4.436 3.032 -0.883 -0.111 -0.051 -0.120
C 5.603 3.277 -0.931 0.201 -0.102 0.066
O 6.090 3.892 -2.039 -0.085 0.122 -0.097
C 7.431 4.358 -2.135 0.134 0.000 -0.030
C 8.387 3.263 -2.567 -0.036 -0.083 0.028
C 6.558 2.874 0.169 0.060 0.287 0.116
H 7.743 4.833 -1.204 0.018 -0.028 -0.001
H 7.399 5.139 -2.893 -0.047 0.010 -0.014
H 8.429 2.455 -1.837 0.025 0.025 0.043
H 9.394 3.665 -2.691 0.000 0.016 -0.007
H 8.061 2.835 -3.514 0.003 0.031 -0.025
H 6.827 1.827 0.029 -0.014 -0.029 0.008
H 6.037 2.975 1.116 -0.102 -0.106 -0.008
H 7.466 3.471 0.220 0.022 -0.090 -0.058
O 1.014 -0.069 -4.908 0.126 0.223 0.103
C 0.488 -0.780 -5.710 0.052 -0.248 -0.099
O -0.692 -1.351 -5.391 -0.139 0.114 0.078
C -1.462 -2.117 -6.312 -0.059 -0.138 -0.082
C -1.011 -3.562 -6.365 0.093 -0.004 0.026
C 1.142 -1.111 -7.034 -0.186 0.151 -0.190
H -1.465 -1.647 -7.297 0.024 -0.026 -0.001
H -2.481 -2.060 -5.932 -0.003 0.034 0.043
H 0.015 -3.651 -6.723 -0.006 0.015 -0.052
H -1.658 -4.138 -7.028 -0.018 0.006 0.001
H -1.050 -4.001 -5.368 -0.033 0.006 0.010
H 1.858 -1.915 -6.871 0.014 -0.022 0.013
H 1.680 -0.229 -7.372 0.095 -0.007 0.104
H 0.450 -1.407 -7.820 0.032 -0.090 0.046
O -7.598 -0.751 3.071 -0.470 -0.325 0.154
C -7.360 0.297 2.534 0.436 0.257 -0.077
O -6.089 0.709 2.531 -0.064 -0.085 0.074
C -5.596 1.824 1.782 0.206 0.299 -0.114
C -5.777 3.131 2.524 -0.160 -0.051 0.079
C -8.437 1.154 1.911 0.050 -0.064 -0.253
H -6.045 1.843 0.787 -0.051 -0.012 0.022
H -4.537 1.613 1.647 -0.027 -0.080 0.005
H -6.831 3.360 2.694 -0.033 0.015 -0.049
H -5.334 3.949 1.957 0.062 -0.024 0.002
H -5.288 3.078 3.496 0.072 0.013 -0.023
H -8.903 1.746 2.697 -0.004 0.027 0.020
H -9.187 0.496 1.479 -0.048 -0.045 0.123
H -8.080 1.820 1.130 0.058 0.057 0.102
```
Forces are in eV/Å.

Values from the calculation:
Kohn-Sham gap = 6.1 eV
charge = -1
strongest force on any atom = 1.6 eV/Å

Atom charges from the Mulliken analysis, given in e for atoms 1 to 8: atom 1 (C): -0.47, atom 2 (O): -0.49, atom 3 (C): -0.12, atom 4 (C): -0.27, atom 5 (C): -0.30, atom 6 (C): -0.91, atom 7 (In): 1.17, atom 8 (Br): -0.62

=====

DFT (wB97M-V/def2-TZVPD) results for a gas-phase ion, C4H7N2S (charge +1) in a non-equilibrium geometry.

```
14
Properties=species:S:1:pos:R:3:forces:R:3
C 0.583 0.236 0.041 -2.037 -4.434 -0.068
C 3.034 -0.082 0.112 1.386 2.233 -1.676
C -1.714 -0.623 -0.283 0.740 1.562 -1.591
C -1.861 0.851 0.278 1.704 -2.053 -0.265
N 1.840 0.036 -0.285 0.376 0.221 0.698
N -0.303 -0.959 0.118 1.441 2.649 0.070
S -0.258 1.646 0.045 0.054 2.249 -0.613
H 3.833 0.097 -0.709 -1.275 -1.145 1.227
H 3.457 0.040 1.127 -0.907 -0.595 -0.114
H -2.583 -1.174 0.099 0.960 -0.504 0.411
H -1.702 -0.766 -1.428 -0.551 0.844 1.607
H -2.694 1.449 0.055 -0.907 0.763 -1.076
H -1.811 0.834 1.333 -0.668 -0.744 1.403
H 0.178 -1.584 -0.504 -0.316 -1.046 -0.014
```
Forces are in eV/Å.

Values from the calculation:
Kohn-Sham gap = 9.8 eV
charge = +1
relative energy (zero: lowest compared OMol25 entry of this formula, charge and spin) = 217.4 kJ/mol
strongest force on any atom = 4.9 eV/Å

Atom charges from the Mulliken analysis, given in e for atoms 1 to 8: atom 1 (C): 0.46, atom 2 (C): -0.13, atom 3 (C): -0.43, atom 4 (C): -0.55, atom 5 (N): -0.22, atom 6 (N): -0.36, atom 7 (S): -0.03, atom 8 (H): 0.27